C29H17Cl3CrN4O11S | ωB97M-V/def2-TZVPD

The geometry in ORCA input format:
```
! wB97M-V def2-TZVPD RIJCOSX def2/J DEFGRID3
* xyz -2 5
Cr -1.00 0.03 -0.78
O 0.02 -0.91 -4.60
C -0.32 -0.84 -3.43
N -0.88 0.18 -2.74
C -1.56 1.26 -3.31
O -1.40 1.74 -4.43
C -2.57 1.70 -2.36
C -3.35 2.85 -2.54
C -4.29 3.19 -1.61
C -4.47 2.35 -0.48
C -3.68 1.24 -0.34
N -2.74 0.89 -1.24
C -0.21 -2.03 -2.52
C 0.51 -3.16 -2.86
C 0.62 -4.19 -1.95
C -0.04 -4.07 -0.73
C -0.75 -2.92 -0.47
N -0.84 -1.91 -1.33
H -3.16 3.45 -3.42
H -4.87 4.10 -1.72
H -5.21 2.57 0.28
H -3.78 0.59 0.52
H 1.00 -3.17 -3.83
H 1.23 -5.06 -2.17
H 0.03 -4.85 0.02
H -1.26 -2.77 0.48
Cl 0.84 4.56 2.30
C -0.34 3.76 1.25
Cl -1.13 4.98 0.23
Cl -1.56 2.96 2.26
C 0.36 2.69 0.29
O 1.58 2.70 0.24
O -0.50 2.02 -0.33
O -3.24 -0.56 2.49
C -2.03 -0.44 2.26
O -1.49 -0.38 1.11
C -1.06 -0.37 3.42
C 0.31 -0.38 3.18
C 1.23 -0.30 4.23
C 0.71 -0.21 5.50
O 1.39 -0.12 6.70
C 0.40 -0.02 7.70
O -0.88 -0.11 7.10
C -0.65 -0.20 5.74
C -1.57 -0.28 4.72
H 0.65 -0.43 2.16
H 2.29 -0.30 4.05
H 0.50 0.94 8.22
H 0.53 -0.84 8.42
H -2.63 -0.28 4.89
O 5.17 -2.06 -0.67
S 3.87 -2.34 -1.23
O 3.67 -3.69 -1.71
N 2.66 -1.91 -0.23
C 1.97 -0.89 -0.72
O 0.94 -0.43 -0.16
C 2.47 -0.37 -2.03
C 2.01 0.72 -2.75
C 2.61 0.99 -3.98
C 3.67 0.21 -4.44
C 4.15 -0.86 -3.70
C 3.52 -1.13 -2.50
H 1.22 1.34 -2.37
H 2.23 1.80 -4.58
H 4.13 0.44 -5.40
H 4.98 -1.47 -4.03
*
```

LUMO energy (spin up / spin down) in hartree: 0.149 / 0.149
E_HOMO (spin up / spin down) in Eh: 0.00013 / -0.14007
M in g mol⁻¹: 787.89
Kohn-Sham gap (spin up / spin down) in Ha: 0.1487 / 0.2888

Partial charges, natural (NBO), in e:
1. Cr 1.37
2. O -0.62
3. C 0.63
4. N -0.70
5. C 0.59
6. O -0.65
7. C 0.01
8. C -0.20
9. C -0.24
10. C -0.34
11. C 0.06
12. N -0.54
13. C 0.14
14. C -0.22
15. C -0.12
16. C -0.25
17. C 0.09
18. N -0.44
19. H 0.22
20. H 0.19
21. H 0.20
22. H 0.23
23. H 0.25
24. H 0.22
25. H 0.22
26. H 0.23
27. Cl 0.00
28. C -0.20
29. Cl -0.01
30. Cl 0.02
31. C 0.78
32. O -0.63
33. O -0.74
34. O -0.70
35. C 0.81
36. O -0.79
37. C -0.15
38. C -0.17
39. C -0.26
40. C 0.21
41. O -0.50
42. C 0.24
43. O -0.51
44. C 0.26
45. C -0.24
46. H 0.27
47. H 0.23
48. H 0.14
49. H 0.14
50. H 0.24
51. O -0.96
52. S 2.30
53. O -0.98
54. N -0.84
55. C 0.64
56. O -0.70
57. C -0.08
58. C -0.18
59. C -0.18
60. C -0.20
61. C -0.21
62. C -0.31
63. H 0.26
64. H 0.22
65. H 0.20
66. H 0.21